# 1
{
  "formula": "C20H21F3N4O6S",
  "method": "ωB97M-V with the def2-TZVPD basis set",
  "homo_lumo_gap_ev": 7.7,
  "lumo_energy_ev": -1.13,
  "energy_ha": -2142.97636,
  "species": ["N", "O", "O", "O", "O", "F", "F", "F", "C", "O", "O", "C", "C", "C", "C", "C", "C", "C", "C", "C", "C", "C", "C", "C", "N", "N", "N", "S", "C", "C", "C", "C", "C", "C", "H", "H", "H", "H", "H", "H", "H", "H", "H", "H", "H", "H", "H", "H", "H", "H", "H", "H", "H", "H", "H"],
  "coordinates": [[-6.79804, 4.27334, 0.85651], [-5.45748, 0.83316, 0.59946], [1.03248, 0.75425, -2.93215], [4.03184, -2.28918, -2.96067], [-2.00136, 5.76497, 2.02776], [3.88996, 2.03934, 4.40404], [2.45329, 2.87674, 2.95704], [3.80011, 1.21421, 2.35696], [-5.80624, 3.67012, 0.95140], [2.11064, 0.76822, 3.85357], [-0.38731, -3.19863, -1.28110], [-4.49908, 1.52852, 0.89917], [1.36789, -0.40781, -3.09616], [3.13818, -3.08482, -2.70149], [-2.17561, 2.86354, 1.67390], [-4.56655, 2.97457, 1.10744], [-2.14234, 1.49224, 1.49075], [-3.41346, 3.64034, 1.48792], [0.36610, -1.35157, 1.42643], [1.32847, -0.89559, 2.32871], [-0.75156, -0.56362, 1.13357], [0.05023, 1.12326, 2.66147], [1.18287, 0.35030, 2.93934], [-0.93330, 0.68730, 1.75336], [-3.31130, 0.86004, 1.06733], [3.26749, -4.38773, -2.99722], [1.55558, -1.18808, -2.02983], [-3.42336, 5.45018, 1.79018], [3.06156, 1.73373, 3.37371], [1.51984, -0.93350, -4.51199], [4.42935, -4.97481, -3.66819], [-4.09039, 5.55135, 3.47624], [0.62425, -3.47512, -2.22922], [1.87646, -2.62930, -1.93468], [-1.22872, -3.51675, -1.62414], [-1.27650, 3.40058, 1.96110], [0.48639, -2.32120, 0.95342], [2.19516, -1.50504, 2.56550], [-1.47037, -0.93994, 0.41148], [-0.05659, 2.06283, 3.19290], [-3.36598, -0.15168, 1.04808], [2.53162, -5.01456, -2.71748], [1.44062, -0.69706, -1.15753], [1.21086, -0.14993, -5.20251], [2.56430, -1.16712, -4.70234], [0.89578, -1.80543, -4.67052], [4.10951, -5.74643, -4.36978], [5.10016, -5.41560, -2.92882], [4.98027, -4.20922, -4.22030], [-5.14595, 5.26733, 3.48376], [-3.53471, 4.88332, 4.13894], [-3.99465, 6.57481, 3.84789], [0.25216, -3.26287, -3.23007], [0.86099, -4.53713, -2.16374], [2.11644, -2.81889, -0.88940]]
}

=====

# 2
{
  "formula": "C20H21F4N5O16S4Y",
  "method": "ωB97M-V with the def2-TZVPD basis set",
  "homo_lumo_gap_ev": 5.8,
  "charge": -1,
  "lumo_energy_ev": 1.06,
  "de_lowest_kcal_mol": 52.2,
  "energy_ha": -4282.60912,
  "species": ["Y", "N", "S", "O", "O", "F", "S", "O", "O", "F", "N", "S", "O", "O", "F", "S", "O", "O", "F", "C", "O", "H", "H", "H", "C", "O", "H", "H", "H", "C", "C", "C", "C", "C", "C", "N", "O", "O", "H", "H", "H", "H", "H", "C", "C", "C", "C", "C", "C", "N", "O", "O", "H", "H", "H", "H", "H", "C", "C", "C", "C", "C", "C", "N", "O", "O", "H", "H", "H", "H", "H"],
  "coordinates": [[0.10592, 0.21403, 0.53954], [-0.06274, 1.70642, 2.13722], [0.77993, 2.38148, 3.25036], [0.74028, 1.76024, 4.53282], [1.29629, 3.72193, 3.19377], [2.07798, 1.57661, 2.69335], [-1.49669, 2.48285, 2.80245], [-1.59105, 3.86053, 2.40311], [-2.03354, 1.97874, 4.02625], [-2.58002, 1.86901, 1.77620], [0.15604, 0.71853, -1.67564], [-0.45831, 2.13113, -2.33473], [-1.34035, 2.01359, -3.45552], [0.39844, 3.30914, -2.24338], [-1.37417, 2.45785, -1.10654], [0.86243, 0.33802, -3.00491], [1.75616, 1.17138, -3.75503], [0.02930, -0.55706, -3.77105], [1.95527, -0.63551, -2.36757], [3.31435, -1.00326, 0.71800], [2.04098, -1.11241, 1.29408], [3.99618, -1.68543, 1.24227], [3.37948, -1.29383, -0.34177], [3.72021, 0.01747, 0.78002], [-1.90686, -1.60856, 2.68003], [-0.59700, -1.38796, 2.26270], [-1.94528, -1.74188, 3.77369], [-2.50605, -0.70479, 2.48689], [-2.32260, -2.53190, 2.24882], [-6.77771, -1.48410, 1.17183], [-5.94713, -0.47588, 1.61328], [-4.78336, -0.20971, 0.87003], [-4.48717, -0.92529, -0.25976], [-5.38110, -1.88356, -0.73417], [-6.54951, -2.14301, -0.04533], [-3.18629, -0.70547, -0.91959], [-2.27129, -0.18925, -0.29877], [-3.03794, -1.20765, -2.00347], [-7.60712, -1.74173, 1.81963], [-6.19898, 0.08588, 2.49951], [-4.14195, 0.58950, 1.21344], [-5.27840, -2.47674, -1.63203], [-7.31731, -2.67745, -0.58614], [1.32631, -5.68475, -3.83657], [2.14891, -4.69052, -3.32284], [1.58175, -3.76065, -2.46027], [0.23685, -3.89879, -2.07501], [-0.49347, -4.94761, -2.57733], [0.00836, -5.86919, -3.47464], [-0.36170, -3.01822, -1.07566], [0.25522, -2.00777, -0.74232], [-1.50638, -3.18608, -0.69786], [1.68036, -6.38260, -4.58977], [3.22096, -4.63163, -3.43272], [2.21297, -3.06905, -1.91698], [-1.52607, -4.88868, -2.24315], [-0.65235, -6.69576, -3.68833], [5.18467, 5.56559, 1.79744], [3.77951, 5.61346, 1.75467], [3.08827, 4.58468, 1.16242], [3.73121, 3.61767, 0.47161], [5.11433, 3.55391, 0.49909], [5.87370, 4.48379, 1.20784], [2.94071, 2.62332, -0.24218], [1.80436, 2.34870, 0.13386], [3.37740, 2.14786, -1.26021], [5.78138, 6.33627, 2.26568], [3.24927, 6.32297, 2.37388], [2.00873, 4.50887, 1.14595], [5.56246, 2.66906, 0.06240], [6.94294, 4.35322, 1.26712]]
}

=====

# 3
{
  "formula": "C20H21F4O3",
  "method": "ωB97M-V with the def2-TZVPD basis set",
  "homo_lumo_gap_ev": 2.6,
  "charge": -1,
  "lumo_energy_ev": -0.30,
  "de_lowest_kcal_mol": 0.0,
  "energy_ha": -1399.87382,
  "species": ["F", "C", "C", "F", "C", "O", "C", "F", "C", "F", "C", "O", "C", "C", "C", "C", "C", "C", "O", "C", "C", "C", "C", "C", "C", "C", "C", "H", "H", "H", "H", "H", "H", "H", "H", "H", "H", "H", "H", "H", "H", "H", "H", "H", "H", "H", "H", "H"],
  "coordinates": [[-2.12150, 1.59572, 2.81599], [-0.96221, 0.91370, 2.66241], [-0.95240, -0.44071, 2.59747], [-2.09282, -1.15706, 2.65308], [0.28409, -1.20869, 2.69075], [0.28406, -2.44699, 2.77112], [1.50466, -0.40996, 2.78154], [2.65569, -1.09224, 2.91457], [1.49124, 0.94310, 2.79335], [2.63347, 1.65417, 2.79286], [0.25153, 1.71734, 2.71838], [0.23836, 2.95408, 2.73804], [-5.74001, 1.03045, -1.42101], [-4.41590, 0.37178, -1.02627], [-3.27695, 1.19051, -1.64263], [-4.29862, 0.45330, 0.49551], [-4.32632, -1.10570, -1.47918], [-3.16585, -1.93231, -1.07522], [-2.33023, -1.51313, -0.22441], [-3.05484, -3.29104, -1.64507], [-1.78977, -4.14629, -1.38253], [-1.92066, -5.56272, -1.95359], [-1.53423, -4.28661, 0.12343], [-0.56219, -3.49963, -2.03082], [-4.11905, -3.78896, -2.36801], [-5.25665, -3.02259, -2.63509], [-5.34068, -1.69596, -2.20353], [-6.59687, 0.51473, -0.96368], [-5.73684, 2.06597, -1.04703], [-5.87129, 1.06690, -2.51221], [-2.31003, 0.78581, -1.32374], [-3.33780, 1.15664, -2.73698], [-3.36490, 2.23440, -1.31185], [-3.33868, 0.02945, 0.79948], [-4.35889, 1.49884, 0.82493], [-5.09549, -0.13268, 0.96821], [-2.03698, -5.55696, -3.04737], [-1.00073, -6.12012, -1.72003], [-2.76153, -6.10584, -1.49862], [-1.35291, -3.30713, 0.57723], [-2.40868, -4.73955, 0.60509], [-0.65821, -4.92859, 0.28866], [-0.39375, -2.50376, -1.60702], [0.31611, -4.13319, -1.84556], [-0.71237, -3.41242, -3.11390], [-4.07900, -4.81735, -2.73072], [-6.07752, -3.46097, -3.18976], [-6.23994, -1.12064, -2.43411]]
}

=====

# 4
{
  "formula": "C20H21F9I2O9",
  "method": "ωB97M-V with the def2-TZVPD basis set",
  "homo_lumo_gap_ev": 8.8,
  "lumo_energy_ev": -0.10,
  "energy_ha": -2945.98892,
  "species": ["C", "C", "C", "C", "I", "C", "C", "I", "C", "O", "C", "O", "O", "H", "H", "H", "H", "H", "H", "C", "C", "O", "C", "O", "C", "F", "F", "F", "H", "H", "H", "H", "H", "C", "C", "O", "C", "O", "C", "F", "F", "F", "H", "H", "H", "H", "H", "C", "C", "O", "C", "O", "C", "F", "F", "F", "H", "H", "H", "H", "H"],
  "coordinates": [[-1.90356, -3.99317, 1.88311], [-0.86720, -3.40763, 1.87445], [0.31557, -2.49216, 1.77102], [0.45319, -2.21361, 0.27140], [0.13616, -3.89448, -1.02010], [0.77865, -1.04573, -0.25180], [1.06796, 0.15833, 0.62463], [0.96090, -0.70045, -2.34761], [1.54133, -3.08119, 2.46437], [1.93635, -2.06601, 3.39890], [0.75856, -1.47408, 3.73866], [0.44042, -1.06421, 4.78813], [-0.05803, -1.42580, 2.63305], [-2.91022, -4.27689, 2.02524], [2.00854, 0.02046, 1.15757], [0.27223, 0.33542, 1.33991], [1.13017, 1.04639, 0.00464], [1.31511, -3.96918, 3.05945], [2.36088, -3.40235, 1.82748], [-6.05966, -8.73048, 0.49540], [-6.61270, -8.07925, -0.75436], [-6.30872, -6.67302, -0.78307], [-5.09254, -6.35008, -1.20583], [-4.24652, -7.11506, -1.55766], [-4.93639, -4.82487, -1.22389], [-5.41685, -4.26113, -0.10589], [-5.60333, -4.28882, -2.25478], [-3.66264, -4.46745, -1.33552], [-6.41912, -8.21272, 1.38555], [-6.36449, -9.77516, 0.54707], [-4.97084, -8.68628, 0.51220], [-7.69845, -8.15150, -0.76463], [-6.24471, -8.56507, -1.65741], [-1.72778, 6.23555, 2.54842], [-2.19163, 5.51132, 1.30273], [-1.11244, 5.35664, 0.36153], [-0.28541, 4.34626, 0.58824], [-0.35698, 3.56663, 1.48973], [0.77414, 4.28356, -0.51716], [1.28427, 5.49041, -0.79851], [0.25592, 3.79607, -1.65041], [1.79671, 3.49816, -0.17975], [-1.26979, 7.19000, 2.28585], [-2.56815, 6.41890, 3.21686], [-0.97898, 5.65357, 3.08536], [-2.95340, 6.09628, 0.79143], [-2.62901, 4.54223, 1.54012], [4.98557, 5.57944, -0.90962], [4.51192, 4.87054, -2.16037], [5.58434, 4.73219, -3.11060], [6.41712, 3.72014, -2.90335], [6.35219, 2.92958, -2.01117], [7.46981, 3.67746, -4.01775], [7.96324, 4.89395, -4.27884], [6.93613, 3.20561, -5.15285], [8.48998, 2.89005, -3.69124], [5.44058, 6.53760, -1.16422], [4.15060, 5.75289, -0.23162], [5.74032, 4.99165, -0.38732], [3.74377, 5.46220, -2.65467], [4.07690, 3.89837, -1.93049]]
}

=====

# 5
{
  "formula": "C20H21N3O3",
  "method": "ωB97M-V with the def2-TZVPD basis set",
  "homo_lumo_gap_ev": 8.9,
  "lumo_energy_ev": 0.63,
  "de_lowest_kcal_mol": 73.7,
  "energy_ha": -1164.71359,
  "smiles": "COc1ccccc1Cc1noc(C(C)(C)NC(=O)c2ccccc2)n1",
  "species": ["C", "O", "C", "C", "C", "C", "C", "C", "C", "C", "N", "O", "C", "C", "C", "C", "N", "C", "O", "C", "C", "C", "C", "C", "C", "N", "H", "H", "H", "H", "H", "H", "H", "H", "H", "H", "H", "H", "H", "H", "H", "H", "H", "H", "H", "H", "H"],
  "coordinates": [[0.50829, 0.14498, 3.09711], [-0.35335, 0.94948, 2.33477], [0.16342, 2.05049, 1.71709], [1.49561, 2.43918, 1.79727], [1.93133, 3.58192, 1.14811], [1.04884, 4.35238, 0.41632], [-0.27788, 3.96623, 0.32969], [-0.73433, 2.83182, 0.97652], [-2.17078, 2.39214, 0.80868], [-2.20440, 1.62010, -0.45610], [-2.44664, 2.13524, -1.62840], [-2.23590, 1.12059, -2.51610], [-1.87599, 0.06110, -1.79651], [-1.54508, -1.25581, -2.42972], [-2.80743, -2.12015, -2.45517], [-0.99191, -1.04207, -3.83974], [-0.55004, -1.89725, -1.58043], [0.53047, -1.21024, -1.12264], [0.88207, -0.14837, -1.59670], [1.29017, -1.88243, -0.02931], [2.65883, -1.64196, 0.05397], [3.41074, -2.21265, 1.06389], [2.79910, -3.01947, 2.00998], [1.43325, -3.24214, 1.94867], [0.67854, -2.67718, 0.93541], [-1.86259, 0.30191, -0.52225], [1.32039, -0.26773, 2.49074], [-0.10636, -0.67219, 3.47215], [0.92982, 0.69742, 3.94453], [2.20708, 1.85039, 2.35454], [2.97182, 3.86336, 1.21694], [1.38969, 5.24123, -0.09195], [-0.97587, 4.54538, -0.25663], [-2.46408, 1.74769, 1.63530], [-2.82959, 3.25567, 0.72706], [-2.57514, -3.09886, -2.86923], [-3.56570, -1.64980, -3.07576], [-3.20576, -2.23830, -1.44932], [-1.72276, -0.52222, -4.45251], [-0.08715, -0.44297, -3.78532], [-0.75718, -2.00324, -4.29033], [-0.83509, -2.73051, -1.09298], [3.11315, -0.99930, -0.68501], [4.47315, -2.02626, 1.11718], [3.38352, -3.46568, 2.80105], [0.95318, -3.85491, 2.69767], [-0.39144, -2.82702, 0.92747]]
}